# 1
This record from OMol25 describes a molecular structure, C30H23ClN6O3PtS at a distorted geometry. The level of theory is ωB97M-V/def2-TZVPD.

Each line ends with the natural charge from an NBO analysis.
Atoms and positions in Å:
Pt  0.234  0.964  -0.444  1.209
O  1.512  0.063  -1.922  -0.659
C  2.410  -0.800  -1.547  0.364
C  3.703  -0.720  -2.120  -0.210
C  4.643  -1.696  -1.901  -0.188
C  4.368  -2.776  -1.059  -0.249
C  3.143  -2.841  -0.436  -0.164
C  2.156  -1.871  -0.652  -0.206
C  0.904  -1.955  0.069  0.414
N  0.111  -0.967  0.497  -0.574
C  -0.896  -1.558  1.233  -0.071
C  -0.703  -2.902  1.262  -0.062
N  0.425  -3.135  0.530  -0.503
H  3.906  0.126  -2.763  0.226
H  5.614  -1.618  -2.374  0.219
H  5.118  -3.532  -0.875  0.217
H  2.952  -3.641  0.271  0.199
H  -1.683  -0.999  1.706  0.252
H  -1.285  -3.687  1.711  0.238
H  0.783  -4.039  0.277  0.432
N  -0.516  2.652  -2.630  -0.637
C  0.355  2.471  -1.777  0.336
H  -0.303  3.224  -3.465  0.426
Cl  -4.721  1.189  0.552  0.016
C  -3.461  1.368  1.724  -0.026
C  -3.805  1.440  3.064  -0.226
C  -2.826  1.652  4.020  -0.204
C  -1.509  1.836  3.626  -0.209
C  -1.175  1.773  2.284  -0.199
C  -2.134  1.502  1.303  -0.093
C  -1.772  1.384  -0.142  -0.556
H  -4.843  1.338  3.352  0.228
H  -3.094  1.694  5.067  0.220
H  -0.742  2.029  4.365  0.222
H  -0.145  1.923  1.976  0.220
H  -1.963  2.319  -0.666  0.248
H  -2.352  0.601  -0.631  0.244
O  2.343  1.899  0.118  -0.649
C  2.618  2.627  -0.882  0.549
N  1.618  3.010  -1.787  -0.499
C  2.134  3.737  -2.898  0.608
O  1.433  4.109  -3.843  -0.618
C  3.535  3.838  -2.623  -0.183
C  4.559  4.387  -3.399  -0.149
C  5.851  4.287  -2.940  -0.243
C  6.139  3.663  -1.702  -0.216
C  5.149  3.118  -0.926  -0.202
C  3.823  3.172  -1.387  -0.108
H  4.319  4.855  -4.344  0.226
H  6.666  4.682  -3.533  0.211
H  7.169  3.620  -1.370  0.210
H  5.375  2.642  0.020  0.220
C  -5.309  -2.755  3.206  -0.649
C  -5.029  -3.334  1.853  0.274
C  -5.732  -4.435  1.367  -0.326
C  -5.397  -4.869  0.096  0.093
N  -4.475  -4.271  -0.642  -0.469
C  -3.872  -3.205  -0.111  0.191
S  -2.692  -2.409  -1.080  0.216
N  -4.100  -2.737  1.117  -0.498
H  -5.735  -3.505  3.870  0.219
H  -6.031  -1.942  3.096  0.238
H  -4.400  -2.338  3.635  0.235
H  -6.495  -4.921  1.957  0.226
H  -5.874  -5.733  -0.354  0.201

Atoms 1-6, force components in eV/Å:
Pt 1.21 0.12 -0.40
O -1.01 0.70 0.32
C 0.65 -0.81 0.34
C -0.34 0.17 -0.08
C 0.04 -0.06 0.08
C 0.01 0.01 -0.02

**Spin multiplicity**: 5
**Charge**: 0
**Energy above the lowest of the compared OMol25 structures with the same formula, charge and spin**: 0.6689 eV
**Energy**: -73167.1756 eV
**Kohn-Sham gap (spin up / spin down)**: 5.91 / 5.21 eV
**E_HOMO (spin up / spin down)**: -0.208 / -0.302 hartree

=====

# 2
This record from OMol25 describes 3 unconnected molecules or ions with the total composition C27H43Cl2N2O11P3S2 at a distorted geometry. The level of theory is ωB97M-V/def2-TZVPD.

Each line ends with the Löwdin charge.
Atoms and positions in Å:
H  2.856  -7.582  -2.012  0.050
N  2.930  -6.577  -1.847  0.099
C  3.556  -6.035  -2.810  -0.247
C  3.780  -4.510  -2.819  -0.109
C  2.394  -3.855  -2.811  -0.217
C  1.412  -4.252  -3.717  -0.048
C  0.164  -3.659  -3.642  -0.405
C  -0.183  -2.674  -2.717  -0.216
C  0.836  -2.253  -1.831  -0.218
P  0.690  -0.964  -0.558  0.242
O  1.289  -1.654  0.783  -0.208
O  -0.825  -0.547  -0.203  -0.211
S  1.831  0.543  -0.991  0.308
C  2.093  -2.854  -1.902  -0.046
N  -1.486  -2.063  -2.582  -0.048
C  -2.270  -2.764  -1.553  -0.626
Cl  -2.866  -4.404  -2.022  0.714
C  -3.472  -1.949  -1.023  -0.263
C  -4.127  -2.697  0.185  -0.109
C  -2.176  -1.916  -3.839  -0.222
C  -3.011  -0.807  -3.967  -0.040
C  -3.739  -0.591  -5.121  -0.627
Cl  -4.832  0.776  -5.284  0.653
C  -3.640  -1.454  -6.203  -0.073
C  -2.812  -2.573  -6.123  -0.201
C  -2.744  -3.477  -7.356  -0.176
O  -2.831  -4.867  -7.108  -0.179
C  -4.157  -5.367  -7.228  -0.223
C  -5.061  -5.045  -6.025  -0.216
C  -4.575  -5.708  -4.709  -0.118
C  -2.115  -2.785  -4.932  -0.356
S  -1.053  -4.225  -4.833  1.048
H  3.892  -6.689  -3.634  0.111
H  4.282  -4.297  -1.862  0.117
H  4.393  -4.186  -3.669  0.115
H  1.657  -5.020  -4.451  0.122
H  1.620  -0.954  1.366  0.056
H  -0.981  0.301  -0.648  0.078
H  2.890  -2.545  -1.224  0.115
H  -1.594  -2.893  -0.696  0.103
H  -4.227  -1.922  -1.826  0.101
H  -3.202  -0.911  -0.806  0.092
H  -3.383  -3.345  0.668  0.068
H  -4.497  -1.938  0.888  0.073
H  -4.961  -3.285  -0.217  0.065
H  -3.147  -0.082  -3.163  0.117
H  -4.208  -1.255  -7.114  0.119
H  -1.857  -3.209  -7.955  0.139
H  -3.610  -3.214  -7.995  0.121
H  -4.076  -6.468  -7.257  0.129
H  -4.647  -5.076  -8.175  0.121
H  -5.205  -3.966  -5.860  0.098
H  -6.062  -5.448  -6.259  0.110
H  -5.134  -6.645  -4.555  0.073
H  -4.877  -5.048  -3.884  0.039
H  -3.491  -5.878  -4.685  0.043
C  -0.125  1.591  2.333  -0.114
O  0.614  2.760  1.968  -0.251
P  0.415  4.106  2.929  0.572
O  -1.070  4.287  2.795  -0.260
O  1.263  5.018  1.912  -0.252
C  0.832  5.118  0.558  -0.103
O  0.716  5.193  4.149  -0.237
C  0.361  4.759  5.474  -0.108
H  0.336  0.735  1.840  0.033
H  -0.110  1.433  3.411  0.086
H  -1.154  1.680  1.987  0.092
H  -0.240  4.950  0.460  0.085
H  1.374  4.395  -0.053  0.083
H  1.067  6.121  0.204  0.088
H  0.795  3.782  5.688  0.083
H  -0.724  4.712  5.578  0.086
H  0.758  5.481  6.185  0.080
C  6.799  7.784  8.929  -0.113
O  5.933  6.646  9.027  -0.246
P  4.486  6.735  8.206  0.570
O  3.906  7.959  8.854  -0.260
O  3.956  5.372  8.878  -0.254
C  3.886  5.289  10.298  -0.108
O  3.399  6.539  6.964  -0.240
C  3.578  7.424  5.843  -0.108
H  7.801  7.471  9.219  0.085
H  6.830  8.174  7.913  0.080
H  6.462  8.563  9.613  0.088
H  3.761  6.270  10.756  0.085
H  4.791  4.817  10.682  0.084
H  3.031  4.666  10.556  0.088
H  4.608  7.399  5.488  0.081
H  3.310  8.443  6.125  0.087
H  2.923  7.089  5.041  0.081

Atoms 1-6, force components in eV/Å:
H -0.05 0.11 0.13
N 0.27 0.22 -0.22
C -0.05 -0.34 0.07
C -0.82 -0.91 0.39
C 0.33 0.06 -0.30
C 0.57 0.35 0.60

**SMILES**: [H]/N=C/Cc1cc2c(c(P(O)(O)=S)c1)N([C@H](Cl)CC)c1cc(Cl)cc(COCCC)c1S2.COP(=O)(OC)OC.COP(=O)(OC)OC
**Spin multiplicity**: 1
**Charge**: 0
**Energy above the lowest of the compared OMol25 structures with the same formula, charge and spin**: 3.3274 eV
**Energy**: -128782.0252 eV
**Kohn-Sham gap**: 7.04 eV
**E_HOMO**: -0.297 hartree

=====

# 3
This record from OMol25 describes 3 unconnected molecules or ions with the total composition C2H10NO2 at a distorted geometry. The level of theory is ωB97M-V/def2-TZVPD.

Each line ends with the natural charge from an NBO analysis.
Atoms and positions in Å:
C  0.694  -0.445  0.562  -0.258
C  1.438  -1.377  1.030  -0.658
N  -0.829  -0.684  0.538  -0.841
H  0.746  0.652  0.302  0.153
H  2.494  -1.280  0.619  0.187
H  1.351  -2.010  1.920  0.185
H  -1.551  -0.153  1.094  0.421
H  -0.950  -1.761  0.674  0.387
H  -1.010  -0.608  -0.627  0.423
H  -1.397  3.481  0.367  0.467
H  0.167  3.076  0.523  0.466
O  -0.875  2.669  0.385  -0.967
H  0.369  0.165  -2.164  0.501
H  -0.285  -1.180  -2.864  0.495
O  0.009  -0.752  -2.031  -0.961

Atoms 1-6, force components in eV/Å:
C -4.88 5.21 -0.45
C 5.06 -3.10 0.81
N -1.14 -1.99 -2.85
H 0.73 -1.20 0.03
H -0.94 -0.53 0.81
H -0.21 0.13 -0.23

**Spin multiplicity**: 2
**Charge**: 0
**Energy above the lowest of the compared OMol25 structures with the same formula, charge and spin**: 3.7438 eV
**Energy**: -7815.5020 eV
**Kohn-Sham gap (spin up / spin down)**: 3.97 / 8.21 eV
**E_HOMO (spin up / spin down)**: -0.126 / -0.291 hartree